[1]
Formula: C16H24CaMnN3O16
Source: the OMol25 dataset
Level of theory: ωB97M-V with the def2-TZVPD basis set

Atoms and positions in Å:
Ca1 -20.02 2.32 -16.30
Mn1 -18.62 5.40 -14.76
O1 -19.87 3.87 -14.65
H1 -20.12 3.57 -13.77
N1 -16.73 3.01 -15.43
O2 -15.61 2.59 -15.39
O3 -17.71 2.27 -15.73
O4 -16.96 4.24 -15.19
N2 -19.62 5.44 -17.70
O5 -19.81 6.10 -18.68
O6 -19.96 4.23 -17.64
O7 -19.05 5.95 -16.67
C1 -16.50 0.95 -8.79
C2 -16.48 2.22 -9.61
C3 -15.34 2.34 -10.64
O8 -16.01 2.51 -11.90
C4 -17.33 2.48 -11.71
O9 -18.14 2.62 -12.59
O10 -17.66 2.27 -10.44
H2 -16.51 0.07 -9.44
H3 -17.35 0.92 -8.12
H4 -15.59 0.91 -8.18
H5 -16.49 3.08 -8.94
H6 -14.68 1.48 -10.70
H7 -14.76 3.24 -10.46
C5 -21.68 3.95 -11.57
C6 -21.60 3.80 -10.06
C7 -22.38 2.62 -9.42
O11 -21.43 1.94 -8.63
C8 -20.21 2.55 -8.73
O12 -19.27 2.26 -8.07
O13 -20.24 3.49 -9.70
H8 -22.31 4.78 -11.86
H9 -21.98 3.01 -12.06
H10 -20.67 4.15 -11.93
H11 -21.88 4.75 -9.59
H12 -22.78 1.97 -10.20
H13 -23.22 2.98 -8.83
C9 -25.22 6.63 -16.01
C10 -24.58 5.61 -15.09
C11 -25.36 4.32 -14.85
O14 -24.39 3.28 -15.03
C12 -23.26 3.81 -15.50
O15 -22.26 3.18 -15.71
O16 -23.37 5.12 -15.73
H14 -25.54 6.16 -16.94
H15 -24.48 7.40 -16.21
H16 -26.08 7.06 -15.51
H17 -24.30 6.09 -14.15
H18 -26.16 4.18 -15.57
H19 -25.75 4.24 -13.84
N3 -19.31 -0.20 -15.30
C13 -20.24 -0.47 -16.27
C14 -21.45 0.04 -15.85
C15 -21.26 0.58 -14.56
C16 -19.91 0.45 -14.26
H20 -18.35 -0.52 -15.38
H21 -20.01 -1.07 -17.13
H22 -22.37 -0.01 -16.42
H23 -21.92 1.06 -13.86
H24 -19.35 0.86 -13.43

Values from the calculation:
* LUMO (alpha / beta): -0.1314 / -0.1362 Ha
* spin multiplicity: 6
* net charge: +1


[2]
Formula: C16H24CaO14Pt
Source: the OMol25 dataset
Level of theory: ωB97M-V with the def2-TZVPD basis set

Atoms and positions in Å:
Ca1 26.15 19.56 11.18
Pt1 21.21 18.91 9.92
C1 26.47 21.69 5.43
C2 27.45 20.68 6.00
O1 28.22 20.03 5.24
O2 27.52 20.55 7.23
H1 26.89 22.67 5.63
H2 25.48 21.60 5.88
H3 26.43 21.43 4.37
C3 23.22 24.37 8.94
C4 22.81 22.87 9.21
O3 21.67 22.38 9.05
O4 23.64 22.17 9.72
H4 22.63 24.89 8.18
H5 24.25 24.59 8.68
H6 22.85 24.82 9.86
C5 22.26 18.24 15.71
C6 22.25 18.45 14.17
O5 23.25 18.87 13.52
O6 21.09 18.42 13.61
H7 23.21 18.45 16.21
H8 22.01 17.21 16.00
H9 21.49 18.73 16.30
C7 24.16 15.22 7.95
C8 24.79 16.37 8.57
O7 24.06 17.28 9.04
O8 26.03 16.48 8.61
H10 24.30 14.28 8.48
H11 24.56 15.01 6.96
H12 23.07 15.35 7.92
C9 26.74 27.60 11.17
C10 27.01 26.61 12.49
C11 25.78 26.28 13.30
O9 25.63 24.93 13.17
C12 26.74 24.42 12.61
O10 27.05 23.28 12.43
O11 27.54 25.38 12.23
H13 26.10 28.41 11.52
H14 26.37 27.07 10.30
H15 27.74 27.96 10.92
H16 27.77 26.94 13.20
H17 24.94 26.78 12.84
H18 25.89 26.59 14.34
C13 12.97 21.33 12.66
C14 13.82 21.47 11.40
C15 14.31 22.90 11.21
O12 15.68 22.69 10.93
C16 16.04 21.42 11.24
O13 17.05 20.85 10.85
O14 14.99 20.78 11.75
H19 13.39 21.85 13.52
H20 12.93 20.29 12.98
H21 11.98 21.75 12.54
H22 13.33 21.03 10.53
H23 14.11 23.50 12.10
H24 13.56 23.23 10.49

Values from the calculation:
* LUMO (alpha / beta): -0.1240 / -0.1331 Ha
* spin multiplicity: 3


[3]
Formula: C16H24CuO16S
Source: the OMol25 dataset
Level of theory: ωB97M-V with the def2-TZVPD basis set

Atoms and positions in Å:
Cu1 20.16 -23.28 12.91
S1 22.29 -21.74 12.64
O1 23.41 -22.12 13.47
O2 22.47 -20.55 11.84
O3 21.83 -22.91 11.77
O4 21.04 -21.65 13.52
C1 15.42 -22.27 8.59
C2 16.89 -22.10 8.84
C3 17.47 -20.68 8.83
O5 18.44 -20.73 9.87
C4 18.18 -21.77 10.67
O6 18.67 -21.95 11.74
O7 17.29 -22.62 10.10
H1 15.17 -23.34 8.62
H2 15.10 -21.85 7.64
H3 14.82 -21.81 9.38
H4 17.43 -22.65 8.05
H5 16.76 -19.88 9.08
H6 17.94 -20.43 7.89
C5 20.52 -28.12 16.16
C6 21.63 -27.35 15.49
C7 22.33 -28.11 14.36
O8 22.37 -27.18 13.29
C8 21.53 -26.16 13.55
O9 21.24 -25.31 12.77
O10 21.08 -26.21 14.82
H7 20.13 -27.56 17.02
H8 20.89 -29.05 16.60
H9 19.72 -28.31 15.45
H10 22.36 -27.00 16.23
H11 21.77 -29.01 14.06
H12 23.34 -28.44 14.59
C9 17.28 -25.95 18.12
C10 18.06 -24.67 17.96
C11 19.58 -24.79 18.23
O11 20.19 -24.56 16.97
C12 19.27 -24.08 16.12
O12 19.50 -23.59 15.07
O13 18.02 -24.19 16.63
H13 16.25 -25.77 17.82
H14 17.22 -26.24 19.17
H15 17.69 -26.76 17.53
H16 17.66 -23.94 18.67
H17 19.85 -25.77 18.63
H18 19.91 -24.08 19.00
C13 14.98 -27.57 13.69
C14 16.07 -27.25 12.66
C15 15.64 -26.36 11.46
O14 16.54 -25.27 11.48
C16 17.46 -25.46 12.44
O15 18.46 -24.82 12.55
O16 17.10 -26.45 13.28
H19 15.10 -26.98 14.60
H20 15.04 -28.62 13.96
H21 14.00 -27.47 13.24
H22 16.52 -28.18 12.32
H23 14.63 -25.99 11.59
H24 15.76 -26.92 10.54

Values from the calculation:
* LUMO (alpha / beta): 0.0018 / 0.0014 Ha
* spin multiplicity: 2


[4]
Formula: C16H24F12O8Sr
Source: the OMol25 dataset
Level of theory: ωB97M-V with the def2-TZVPD basis set

Atoms and positions in Å:
Sr1 0.87 0.82 0.02
C1 2.13 0.76 3.13
O1 0.97 -0.04 2.88
O2 2.59 1.18 1.95
C2 1.70 1.74 4.28
F1 0.57 2.42 4.09
F2 1.42 0.99 5.40
F3 2.67 2.60 4.61
C3 1.05 -1.38 3.29
C4 -0.29 -2.07 3.25
H1 -1.08 -1.45 3.67
H2 -0.61 -2.39 2.26
H3 -0.24 -2.90 3.95
H4 1.39 -1.55 4.32
H5 1.81 -1.89 2.68
H6 2.85 0.13 3.67
C5 2.05 -2.31 -1.51
O3 1.94 -3.23 -0.47
O4 2.28 -1.05 -1.12
C6 2.91 -2.88 -2.68
F4 2.88 -2.04 -3.71
F5 4.19 -3.16 -2.36
F6 2.40 -4.04 -3.20
C7 0.70 -3.57 0.02
C8 0.09 -4.86 -0.58
H7 -0.73 -5.25 0.02
H8 -0.28 -4.56 -1.57
H9 0.85 -5.63 -0.72
H10 -0.07 -2.80 0.08
H11 0.79 -3.88 1.07
H12 1.10 -2.33 -2.08
C9 -2.15 -0.43 -0.35
O5 -1.30 -0.20 -1.47
O6 -1.39 -0.24 0.74
C10 -3.53 0.31 -0.45
F7 -4.46 -0.16 0.41
F8 -3.31 1.65 -0.23
F9 -4.11 0.31 -1.67
C11 -1.68 -0.92 -2.63
C12 -0.77 -0.51 -3.77
H13 -0.96 -1.02 -4.72
H14 -0.84 0.56 -4.00
H15 0.26 -0.69 -3.45
H16 -2.71 -0.82 -2.99
H17 -1.53 -2.00 -2.47
H18 -2.51 -1.48 -0.45
C13 0.56 3.75 -1.50
O7 -0.08 3.36 -0.28
O8 1.45 2.72 -1.64
C14 -0.49 4.10 -2.59
F10 -0.95 3.09 -3.35
F11 -1.57 4.66 -2.01
F12 0.03 5.02 -3.44
C15 -0.45 4.40 0.66
C16 -1.57 3.81 1.53
H19 -1.23 2.98 2.16
H20 -2.03 4.55 2.17
H21 -2.29 3.30 0.89
H22 -0.75 5.41 0.37
H23 0.41 4.38 1.34
H24 1.09 4.71 -1.40

Values from the calculation:
* LUMO: 0.1792 Ha
* spin multiplicity: 1
* net charge: -2


[5]
Formula: C16H24F6HgN5O7S3
Source: the OMol25 dataset
Level of theory: ωB97M-V with the def2-TZVPD basis set

Atoms and positions in Å:
Hg1 0.87 0.32 1.07
C1 4.62 -0.93 3.34
C2 3.31 -0.71 2.58
N1 3.04 0.18 1.69
N2 3.86 1.23 1.23
C3 3.39 2.05 0.24
N3 4.33 2.83 -0.29
S1 1.78 2.02 -0.41
C4 2.20 -1.67 2.81
C5 2.29 -2.88 3.58
C6 1.18 -3.71 3.87
C7 -0.05 -3.29 3.38
C8 -0.10 -2.20 2.46
N4 0.99 -1.47 2.19
H1 5.11 0.06 3.46
H2 5.37 -1.53 2.76
H3 4.50 -1.38 4.36
H4 4.82 1.35 1.57
H5 5.16 2.98 0.26
H6 4.08 3.65 -0.89
H7 3.26 -3.23 3.95
H8 1.20 -4.50 4.61
H9 -1.04 -3.77 3.56
H10 -1.00 -1.98 1.85
C9 1.09 -2.35 -1.74
O1 0.19 -1.68 -0.85
C10 -1.14 -2.18 -1.06
C11 -2.04 -0.95 -0.90
O2 -1.68 -0.29 0.31
C12 -2.41 0.98 0.47
C13 -2.40 1.29 1.91
O3 -0.98 1.41 2.33
C14 -0.93 1.78 3.68
H11 1.00 -2.06 -2.82
H12 0.98 -3.42 -1.65
H13 2.11 -2.13 -1.42
H14 -1.39 -2.91 -0.32
H15 -1.31 -2.59 -2.04
H16 -3.07 -1.25 -0.72
H17 -2.07 -0.29 -1.80
H18 -3.44 0.91 0.05
H19 -1.88 1.75 -0.12
H20 -2.83 0.48 2.53
H21 -2.98 2.24 2.05
H22 -1.53 2.69 3.82
H23 0.08 1.87 4.00
H24 -1.37 0.90 4.24
F1 -0.09 1.16 -5.71
C15 0.15 1.26 -4.37
F2 0.15 0.03 -3.82
F3 1.39 1.76 -4.14
S2 -1.10 2.34 -3.47
O4 -0.87 2.11 -2.04
O5 -0.96 3.68 -4.02
N5 -2.35 1.51 -3.92
S3 -3.69 2.10 -4.58
O6 -4.34 3.05 -3.71
O7 -3.56 2.37 -6.01
C16 -4.78 0.57 -4.39
F4 -4.54 0.00 -3.15
F5 -4.51 -0.42 -5.31
F6 -6.09 0.86 -4.54

Values from the calculation:
* LUMO (alpha / beta): -0.0159 / -0.0231 Ha
* spin multiplicity: 2


[6]
Formula: C16H24HgO12P
Source: the OMol25 dataset
Level of theory: ωB97M-V with the def2-TZVPD basis set

Atoms and positions in Å:
Hg1 1.39 -0.22 0.64
P1 3.37 1.16 -0.06
O1 3.49 0.84 1.48
O2 4.67 1.82 -0.51
O3 1.90 1.60 -0.38
O4 3.45 -0.41 -0.26
O5 0.94 -0.85 -1.59
C1 1.15 -1.17 -2.72
O6 2.06 -2.10 -3.07
C2 1.86 -2.57 -4.41
C3 1.15 -1.36 -5.07
C4 0.32 -0.80 -3.93
H1 1.24 -3.47 -4.37
H2 2.83 -2.69 -4.88
H3 0.59 -1.75 -5.92
H4 1.85 -0.61 -5.41
H5 -0.70 -1.19 -3.85
H6 0.22 0.29 -3.93
O7 -0.80 0.61 0.85
C5 -1.27 1.66 0.50
O8 -2.48 2.09 0.90
C6 -2.75 3.44 0.60
C7 -1.88 3.62 -0.67
C8 -0.67 2.72 -0.36
H7 -2.54 4.05 1.48
H8 -3.77 3.64 0.27
H9 -1.43 4.62 -0.74
H10 -2.34 3.34 -1.61
H11 0.18 3.17 0.15
H12 -0.37 2.19 -1.27
O9 0.92 -0.12 3.00
C9 0.73 0.74 3.83
O10 0.06 0.50 4.93
C10 -0.42 1.72 5.53
C11 -0.30 2.72 4.40
C12 0.89 2.22 3.58
H13 0.33 2.03 6.27
H14 -1.38 1.67 6.04
H15 -0.04 3.74 4.66
H16 -1.20 2.75 3.79
H17 1.78 2.54 4.12
H18 0.98 2.42 2.51
O11 0.78 -2.55 0.90
C13 -0.20 -3.04 0.42
O12 -1.36 -2.40 0.37
C14 -2.33 -3.08 -0.43
C15 -1.52 -4.16 -1.17
C16 -0.33 -4.44 -0.19
H19 -2.92 -2.38 -1.00
H20 -2.94 -3.65 0.29
H21 -1.01 -3.84 -2.09
H22 -2.09 -5.05 -1.41
H23 0.56 -4.78 -0.70
H24 -0.66 -5.22 0.50

Values from the calculation:
* LUMO: 0.0784 Ha
* spin multiplicity: 1
* net charge: -1


[7]
Formula: C16H24N2O4S
Source: the OMol25 dataset
Level of theory: ωB97M-V with the def2-TZVPD basis set

Atoms and positions in Å:
C1 -4.44 1.37 -1.37
C2 -3.77 1.74 -0.06
S1 -2.08 2.29 -0.42
O1 -2.14 3.36 -1.37
O2 -1.30 1.14 -0.80
N1 -1.61 2.96 1.05
C3 -0.57 3.97 0.89
C4 0.73 3.33 0.42
C5 1.18 2.20 1.36
C6 2.25 1.35 0.67
O3 3.38 1.22 1.11
N2 1.82 0.78 -0.47
C7 2.59 -0.20 -1.20
C8 2.04 -1.59 -1.01
C9 2.84 -2.63 -0.59
C10 2.33 -3.91 -0.41
C11 0.99 -4.16 -0.65
O4 0.38 -5.37 -0.51
C12 1.16 -6.47 -0.10
C13 0.17 -3.11 -1.07
C14 0.69 -1.85 -1.25
C15 0.04 1.27 1.81
C16 -1.26 2.02 2.09
H1 -5.47 1.06 -1.21
H2 -4.42 2.23 -2.04
H3 -3.89 0.56 -1.84
H4 -4.26 2.58 0.43
H5 -3.70 0.89 0.61
H6 -0.45 4.48 1.85
H7 -0.93 4.68 0.15
H8 1.52 4.08 0.37
H9 0.56 2.95 -0.58
H10 1.63 2.65 2.25
H11 0.85 0.87 -0.73
H12 3.62 -0.15 -0.82
H13 2.59 0.07 -2.26
H14 3.89 -2.45 -0.38
H15 3.00 -4.69 -0.08
H16 1.58 -6.31 0.90
H17 1.96 -6.68 -0.81
H18 0.47 -7.32 -0.06
H19 -0.87 -3.32 -1.26
H20 0.03 -1.05 -1.58
H21 -0.17 0.53 1.03
H22 0.35 0.73 2.70
H23 -1.18 2.59 3.02
H24 -2.09 1.31 2.20

Values from the calculation:
* LUMO: 0.0195 Ha
* spin multiplicity: 1
* SMILES: CCS(=O)(=O)N1CCC(C(=O)NCc2ccc(OC)cc2)CC1


[8]
Formula: C16H24N2O4S
Source: the OMol25 dataset
Level of theory: ωB97M-V with the def2-TZVPD basis set

Atoms and positions in Å:
C1 -3.46 -2.00 -1.88
C2 -4.55 -1.22 -1.17
O1 -4.01 -0.07 -0.52
C3 -3.42 -0.31 0.68
O2 -3.48 -1.35 1.28
N1 -2.84 0.82 1.18
C4 -2.79 2.07 0.46
C5 -1.51 2.14 -0.39
N2 -0.45 1.33 0.18
S1 -0.14 -0.14 -0.58
O3 -0.84 -1.21 0.05
O4 -0.38 0.04 -1.99
C6 1.63 -0.27 -0.28
C7 2.19 -1.35 0.40
C8 1.39 -2.50 0.91
C9 3.57 -1.36 0.61
C10 4.39 -0.34 0.15
C11 5.87 -0.38 0.37
C12 3.80 0.71 -0.54
C13 2.44 0.77 -0.77
C14 1.87 1.93 -1.52
C15 -0.47 1.25 1.62
C16 -1.79 0.66 2.17
H1 -2.95 -1.37 -2.61
H2 -2.72 -2.34 -1.16
H3 -3.89 -2.86 -2.39
H4 -5.04 -1.85 -0.42
H5 -5.28 -0.82 -1.87
H6 -2.79 2.87 1.21
H7 -3.68 2.16 -0.16
H8 -1.69 1.75 -1.40
H9 -1.16 3.18 -0.48
H10 0.85 -2.98 0.10
H11 2.04 -3.23 1.38
H12 0.64 -2.18 1.63
H13 4.01 -2.19 1.14
H14 6.27 0.61 0.52
H15 6.12 -1.00 1.23
H16 6.35 -0.81 -0.51
H17 4.43 1.51 -0.91
H18 1.44 2.65 -0.82
H19 2.66 2.43 -2.08
H20 1.09 1.60 -2.20
H21 0.38 0.62 1.91
H22 -0.30 2.26 2.01
H23 -2.07 1.17 3.10
H24 -1.70 -0.41 2.36

Values from the calculation:
* LUMO: 0.0246 Ha
* spin multiplicity: 1
* SMILES: CCOC(=O)N1CCN(S(=O)(=O)c2c(C)cc(C)cc2C)CC1


[9]
Formula: C16H24N4O3
Source: the OMol25 dataset
Level of theory: ωB97M-V with the def2-TZVPD basis set

Atoms and positions in Å:
C1 -1.68 -3.02 5.28
N1 -1.24 -1.88 4.47
C2 -1.74 -1.60 3.26
O1 -2.63 -2.26 2.74
C3 -1.16 -0.37 2.54
C4 -1.96 0.89 2.90
C5 -1.88 1.75 1.64
C6 -1.89 0.69 0.53
N2 -1.18 -0.45 1.08
C7 -0.54 -1.36 0.31
C8 0.30 -2.44 0.97
O2 -0.57 -1.34 -0.92
H1 -2.77 -3.01 5.36
H2 -1.25 -2.96 6.28
H3 -1.38 -3.95 4.80
H4 -0.51 -1.29 4.84
H5 -0.12 -0.22 2.86
H6 -3.00 0.64 3.09
H7 -1.53 1.41 3.76
H8 -0.93 2.29 1.61
H9 -2.72 2.43 1.56
H10 -2.92 0.40 0.30
H11 -1.41 1.08 -0.37
H12 -0.37 -3.15 1.46
H13 0.86 -2.97 0.20
H14 0.99 -2.00 1.69
C9 2.76 -1.94 -4.99
C10 2.33 -0.55 -4.56
O3 2.32 0.33 -5.41
N3 2.05 -0.34 -3.22
C11 1.65 0.84 -2.58
C12 1.83 0.91 -1.20
C13 1.43 2.03 -0.47
C14 0.84 3.11 -1.14
C15 0.66 3.06 -2.52
N4 0.08 4.12 -3.18
C16 1.05 1.93 -3.23
H15 2.92 -1.97 -6.07
H16 3.68 -2.22 -4.48
H17 1.97 -2.66 -4.74
H18 2.13 -1.15 -2.62
H19 2.28 0.07 -0.67
H20 1.57 2.07 0.60
H21 0.53 3.99 -0.58
H22 0.05 5.01 -2.69
H23 0.19 4.14 -4.19
H24 0.87 1.90 -4.30

Values from the calculation:
* LUMO: 0.0168 Ha
* spin multiplicity: 1
* SMILES: CNC(=O)[C@@H]1CCCN1C(C)=O.CC(=O)Nc1cccc(N)c1


no.,E_tot (hartree)
1,-3820.6007
2,-2473.9435
3,-3866.6184
4,-2455.2532
5,-3371.5431
6,-2021.7278
7,-1432.7480
8,-1432.7547
9,-1068.8948